Record 1
Formula: C27H39Br9O12
Source: OMol25
Level of theory: wB97M-V/def2-TZVPD

Positions of all 87 atoms, in Å:
O (-22.2240, -5.3128, -13.1431)
C (-21.0690, -4.9948, -13.5021)
O (-19.9777, -5.7731, -13.4155)
C (-18.7938, -5.0869, -13.8547)
C (-19.1812, -3.6082, -14.0782)
C (-20.7308, -3.6093, -14.0116)
H (-18.2730, -5.3461, -14.7765)
H (-18.1201, -4.9748, -13.0052)
H (-18.6816, -3.1365, -14.9244)
H (-18.7772, -3.0043, -13.2657)
H (-21.1942, -3.4564, -14.9862)
H (-21.1196, -2.8206, -13.3675)
O (-22.3195, 3.2887, -13.9153)
C (-22.0977, 3.2446, -12.7122)
O (-22.6650, 4.1625, -11.9329)
C (-22.1288, 4.1822, -10.6585)
C (-20.9300, 3.1947, -10.6527)
C (-21.2787, 2.3575, -11.9012)
H (-22.8020, 3.8704, -9.8599)
H (-21.8739, 5.2163, -10.4265)
H (-20.9405, 2.6211, -9.7259)
H (-19.9818, 3.7297, -10.7065)
H (-21.8480, 1.4714, -11.6205)
H (-20.4722, 1.9881, -12.5346)
O (-24.4963, -1.5819, -10.9824)
C (-23.5812, -2.1989, -10.4795)
O (-23.7777, -3.3731, -9.8548)
C (-22.6032, -3.9357, -9.2990)
C (-21.5015, -3.0971, -9.9171)
C (-22.0965, -1.7502, -10.2957)
H (-22.4694, -4.9624, -9.6396)
H (-22.6107, -3.8814, -8.2104)
H (-20.9985, -3.5642, -10.7638)
H (-20.7262, -2.9123, -9.1735)
H (-21.6934, -1.3169, -11.2111)
H (-21.9590, -1.0541, -9.4683)
O (-20.3663, -4.0008, -6.8127)
C (-20.6237, -3.1400, -5.9960)
O (-20.6198, -1.8743, -6.3664)
C (-20.9150, -0.9237, -5.3597)
C (-21.0554, -1.8201, -4.0819)
C (-21.0488, -3.3137, -4.5888)
H (-21.8613, -0.5499, -5.7507)
H (-20.1505, -0.1506, -5.2825)
H (-21.9760, -1.6663, -3.5189)
H (-20.2923, -1.5532, -3.3508)
H (-22.0298, -3.7619, -4.4311)
H (-20.2895, -3.8415, -4.0117)
O (-17.0188, -2.9826, -11.1445)
C (-17.6465, -2.1771, -10.4666)
O (-18.2056, -1.1207, -11.0150)
C (-18.6035, -0.0765, -10.0898)
C (-18.3071, -0.7235, -8.7718)
C (-17.8253, -2.1273, -8.9855)
H (-19.6270, 0.2586, -10.2584)
H (-17.9447, 0.7918, -10.0985)
H (-19.2115, -0.7301, -8.1635)
H (-17.5325, -0.1909, -8.2200)
H (-18.5452, -2.8393, -8.5819)
H (-16.9059, -2.2946, -8.4244)
O (-16.7135, -7.8818, -10.7943)
C (-17.5898, -7.5623, -10.0483)
O (-17.6055, -8.0479, -8.7863)
C (-18.6324, -7.4816, -8.0259)
C (-19.1215, -6.2423, -8.7940)
C (-18.7572, -6.5002, -10.2376)
H (-18.3438, -7.2273, -7.0060)
H (-19.3789, -8.2756, -8.0077)
H (-18.5426, -5.4014, -8.4123)
H (-20.1900, -6.0626, -8.6749)
H (-18.4668, -5.6556, -10.8624)
H (-19.6570, -6.9159, -10.6911)
C (-14.2380, -4.9491, -9.9581)
Br (-13.1890, -6.6277, -9.8989)
Br (-13.0315, -3.5035, -10.3904)
Br (-15.2754, -4.6922, -8.3143)
H (-14.9348, -5.0906, -10.7842)
C (-15.7647, -0.9071, -13.6090)
Br (-15.7665, -0.0517, -15.3439)
Br (-15.0187, 0.2834, -12.2098)
Br (-14.6464, -2.5753, -13.6986)
H (-16.7519, -1.1171, -13.1974)
C (-15.3636, -0.7885, -5.7615)
Br (-15.8345, 1.1154, -6.3471)
Br (-14.1304, -1.5756, -7.1114)
Br (-16.9460, -1.9902, -5.4684)
H (-14.7940, -0.6856, -4.8378)

Forces on the atoms, in the same order (eV/Å):
3.78 0.21 -0.93
-3.60 0.31 1.14
0.00 -0.35 -0.65
0.55 2.51 0.56
-0.61 0.75 0.62
1.15 0.20 -0.66
-0.52 -1.44 0.28
0.28 -1.13 -0.17
-0.52 -0.39 -0.52
-0.19 -0.11 0.37
-0.07 -0.16 -0.02
-0.12 -0.29 0.12
0.73 -0.75 1.98
-1.65 1.06 -3.40
-1.05 0.72 -0.23
1.06 0.08 1.82
-0.35 0.22 -0.21
1.52 -1.16 0.59
-0.66 -0.09 -0.40
0.28 -0.04 -0.02
0.11 -0.09 -0.13
0.02 -0.14 -0.27
-0.30 0.03 -0.02
0.28 0.11 0.31
1.28 -0.82 0.40
-0.74 1.86 0.16
-0.92 -0.26 -0.14
0.79 0.27 -0.83
2.11 0.67 0.62
-1.02 -1.28 -0.34
-0.47 -0.08 0.21
-0.18 0.01 -0.06
-0.32 -0.23 -0.10
0.18 -0.32 0.03
-0.13 -0.03 0.05
-0.49 0.19 -0.06
0.01 0.36 0.70
-0.20 -1.78 -1.49
1.26 0.60 -1.25
-1.28 -1.24 0.75
-0.66 0.23 0.32
0.73 2.00 1.66
-0.04 0.73 0.74
0.00 -0.19 -0.16
-0.15 0.36 -0.32
0.36 -0.42 -0.25
0.21 -0.18 -0.45
-0.18 -0.41 -0.27
-1.17 0.84 0.79
1.76 -1.91 -0.30
-0.76 1.86 -1.81
0.96 -0.53 0.27
-0.93 0.49 2.33
0.02 -0.16 0.52
0.02 -0.45 -0.18
0.05 0.00 -1.13
0.11 0.06 0.27
-0.26 0.27 -0.08
-0.02 -0.34 -0.43
0.11 -0.22 -0.49
-0.29 0.12 -0.42
-0.19 0.95 -0.43
1.00 0.19 -0.32
-1.69 -0.08 -0.18
0.34 0.59 0.45
0.45 -1.43 0.40
0.37 -0.20 -0.16
-0.49 0.22 0.44
-0.27 0.25 0.05
0.18 0.11 0.28
0.31 -0.05 0.33
0.36 -0.53 -0.47
0.30 -0.88 -0.03
-0.56 0.66 0.15
-0.42 -0.03 0.33
0.45 -0.30 -0.76
0.04 0.27 0.30
1.21 -0.26 0.56
-0.26 -0.23 0.61
-0.20 -0.39 -0.56
-1.00 1.08 0.05
0.14 -0.31 -0.57
0.02 0.28 -1.13
0.19 -1.72 0.65
-0.90 0.66 0.95
1.15 1.10 -0.18
-0.42 -0.08 -0.17

Summary:
Molecular weight, g mol⁻¹: 1274.73
Relative energy (zero: lowest compared OMol25 entry of this formula, charge and spin), eV: 0.241
E_HOMO, Eh: -0.368
LUMO, eV: -1.4

Record 2
Formula: C2H8N4
Source: OMol25
Level of theory: wB97M-V/def2-TZVPD

Positions of all 14 atoms, in Å:
N (0.7758, -0.6444, -0.0592)
C (-0.5513, -0.0794, 0.1510)
N (1.3629, -0.2176, -1.1843)
N (0.9997, 0.3079, 1.3072)
N (-1.3359, -0.9474, 0.8952)
C (-1.0608, 0.9210, -0.6380)
H (1.7577, -0.9438, -1.7643)
H (0.8999, 0.5889, -1.6444)
H (1.4584, 1.1663, 1.0038)
H (1.6589, -0.2926, 1.7934)
H (-2.3258, -0.7821, 0.8417)
H (-1.0430, -1.9115, 0.8776)
H (-2.1301, 1.0500, -0.6821)
H (-0.4663, 1.7847, -0.8976)

Forces on the atoms, in the same order (eV/Å):
-1.72 2.02 2.90
-1.66 -1.67 -2.70
0.81 1.64 -0.74
1.59 -1.23 -0.88
0.25 0.38 -0.18
0.24 -0.30 1.21
-0.17 0.13 0.27
0.37 -1.21 0.13
0.18 -0.23 -0.16
0.19 0.36 0.26
-0.02 -0.02 0.07
-0.08 0.04 -0.07
-0.10 0.18 0.27
0.14 -0.09 -0.39

Summary:
Molecular weight, g mol⁻¹: 88.11
Relative energy (zero: lowest compared OMol25 entry of this formula, charge and spin), eV: 4.090
E_HOMO, Eh: -0.282
LUMO, eV: 1.2